Version one
An isolated molecule of C5H10N4O2. Source: the OMol25 dataset; level of theory: ωB97M-V/def2-TZVPD.

The geometry in ORCA input format:
```
! RIJCOSX wB97M-V def2-TZVPD def2/J DEFGRID3
* xyz 0 1
C 1.07798 -1.59851 0.95294
C 0.90187 -0.71537 -0.33743
C -0.63092 -0.80682 -0.76755
N -1.50399 -0.11824 0.15667
N -2.47246 -0.67656 0.80577
O -2.94850 -1.75158 0.49442
C -1.20937 1.26941 0.50525
C 0.35779 1.53253 0.65979
N 1.24680 0.70493 -0.20606
N 2.16366 1.47184 -0.86295
O 2.96996 0.89866 -1.57598
H 2.15890 -1.49610 1.39300
H 0.93674 -2.72377 0.80856
H 0.35162 -1.27996 1.71214
H 1.43285 -1.16674 -1.11480
H -1.22510 -1.74448 -0.89752
H -0.76387 -0.11877 -1.65415
H -1.81822 1.57471 1.38452
H -1.43430 1.93107 -0.28293
H 0.64821 1.50315 1.74593
H 0.51941 2.58297 0.22568
*
```

- LUMO level (eV) = 0.61
- HOMO-LUMO gap (eV) = 9.7

=====

Version two
A cluster of 2 separate species, C5H10N4O2 in total. Source: the OMol25 dataset; level of theory: ωB97M-V/def2-TZVPD.

The geometry in ORCA input format:
```
! RIJCOSX wB97M-V def2-TZVPD def2/J DEFGRID3
* xyz 0 1
C -2.01769 -0.05988 0.30762
C 2.11182 -0.12609 -0.40597
C -2.90148 1.11295 0.60815
C -1.08284 -0.56783 1.45675
C 1.73794 -0.45609 -1.80814
N 1.21076 1.89660 0.45406
N 1.64691 0.93330 0.08963
N -1.82150 -0.52136 -0.82160
N 3.17980 -0.77228 0.27450
O 3.52825 -0.28900 1.35022
O 3.66653 -1.72667 -0.28456
H -3.21603 1.15031 1.63573
H -3.75775 1.40747 -0.10595
H -2.17567 1.98200 0.59734
H -0.82810 -1.45280 0.92751
H -1.74533 -0.59875 2.26339
H -0.21870 0.03662 1.43053
H 1.84310 0.35298 -2.60167
H 0.70823 -1.01248 -1.87332
H 2.53962 -1.20492 -1.97658
H -2.40788 -0.08409 -1.51764
*
```

- LUMO level (eV) = -0.13
- HOMO-LUMO gap (eV) = 9.4

=====

version one is preferred energetically. Next in line: 51.5 kJ/mol higher.